The following is a quantum chemistry calculation of an isolated molecule of H3PS in a non-equilibrium geometry, from the OMol25 dataset.

Atoms and positions in Å:
P1 -0.20064 -0.10832 0.79219
S1 1.28173 0.57349 -0.54402
H1 -1.15658 0.10645 -0.53403
H2 -0.64307 1.10045 1.10754
H3 2.43803 0.63343 0.07793

Atoms 1-3, force components in eV/Å:
-1.056 -1.402 -2.944
-0.083 0.371 -1.339
1.415 -0.856 2.347

Orbital gap (Eh): 0.3601
Electronic energy (eV): -20171.55994
Structure (SMILES): PS
Strongest force on any atom (eV/A): 3.4
Total charge: 0
E_LUMO (eV): 0.5814
Energy above the lowest of the compared OMol25 structures with the same formula, charge and spin (kcal per mole): 18.58